(1)
DFT (ωB97M-V/def2-TZVPD) results for C18H42FeN6O6 as an isolated structure in a non-equilibrium geometry.

Geometry as XYZ:
```
73
Properties=species:S:1:pos:R:3:forces:R:3
Fe -0.0790 -0.0004 -0.0044 -0.0568 -0.5726 -0.3295
C 0.5680 3.1716 0.1745 -2.6803 2.3283 1.6360
O 0.5046 1.9409 0.3654 0.8944 -0.5864 -0.2755
N -0.0998 4.0293 1.0192 1.0381 2.0078 -0.8073
C -0.5471 5.3953 0.6113 -0.0938 -0.0245 -3.0129
C -0.3711 3.7829 2.3936 -0.5500 -2.0136 0.9532
H 1.0146 3.7443 -0.6530 0.0241 -0.8521 -0.2135
H -0.1925 5.5346 -0.4099 0.0872 -0.0857 -0.2580
H -0.3616 6.3943 1.0059 1.1778 -0.7587 1.5872
H -1.6260 5.4642 0.4723 -0.2551 -0.8534 0.2892
H -1.4384 3.6529 2.5725 -0.1472 -0.2184 -0.1130
H 0.1466 2.8456 2.5971 -0.2119 -0.0025 0.6337
H -0.0864 4.5495 3.1143 0.5471 0.2782 -0.6015
C 1.0744 -0.2941 3.0438 2.3944 -1.1848 -0.0596
O 0.4619 -0.3601 1.9299 0.1346 -0.2916 1.2302
N 2.1667 -1.0588 3.4236 -2.3100 1.1470 -1.2340
C 3.0668 -0.7194 4.4897 -0.5845 0.0305 1.7353
C 2.6572 -2.2171 2.6988 -1.6134 0.5536 -1.9889
H 0.8217 0.4479 3.8169 -0.1213 -0.0744 -0.3804
H 3.9506 -0.1568 4.1887 -0.0277 -0.1697 -0.2971
H 3.3321 -1.6862 4.9174 0.4493 0.3086 0.2470
H 2.5627 -0.1590 5.2770 -0.0196 0.1271 -0.0391
H 3.5985 -1.9365 2.2262 0.2434 -0.6118 0.3303
H 2.6229 -3.1651 3.2356 0.4585 0.4179 0.4731
H 1.9271 -2.3142 1.8953 0.2116 -0.3759 -0.3567
C -3.0632 1.4026 0.2561 -2.6350 0.6142 -1.0059
O -2.0553 0.6897 0.2221 2.1468 -0.6306 0.3347
N -3.9028 1.5118 -0.7691 0.5371 -1.0252 -1.3688
C -5.1831 2.2685 -0.7640 0.7674 0.3784 0.4604
C -3.6830 0.6667 -1.9986 -0.2739 -0.2254 0.2888
H -3.4936 1.9273 1.1231 0.8840 -0.0587 0.2696
H -6.0403 1.6105 -0.6209 0.1347 -0.0066 -0.1861
H -5.2535 2.8614 -1.6759 -0.0770 -0.3897 -0.1410
H -5.1565 3.0169 0.0280 -0.0075 -0.2301 0.2315
H -2.7455 0.1129 -2.0487 0.3202 0.6392 0.5304
H -4.4046 -0.1501 -2.0136 -0.4849 0.2822 0.0998
H -3.7935 1.2314 -2.9244 -0.0994 0.2664 0.2907
C 2.9368 -1.1577 -0.6848 0.9798 2.5194 2.4673
O 1.7309 -1.0966 -0.3096 0.7396 0.0744 -0.8787
N 3.9250 -0.3500 -0.1271 -0.8534 -1.5258 -0.5727
C 5.3099 -0.5947 -0.5345 0.4442 -0.4324 -0.2962
C 3.7559 0.4908 1.0711 -1.2561 0.3636 -0.3456
H 3.3573 -1.8695 -1.4119 -0.5987 0.1756 0.0290
H 5.8827 0.2662 -0.8793 -0.5296 0.4690 0.2754
H 5.3315 -1.2646 -1.3940 -0.0633 -0.2309 0.2066
H 5.8595 -1.0321 0.2990 0.0203 -0.1225 -0.0640
H 2.6879 0.6716 1.1923 0.0709 0.3370 -0.2670
H 4.0315 0.0830 2.0437 0.6120 -0.6884 -0.4672
H 4.2871 1.4392 0.9911 -0.0294 -0.1001 -0.3987
C 0.2346 0.6609 -3.2759 0.1083 -2.5893 -1.8216
O 0.1860 0.3050 -2.0847 -0.3071 0.0092 0.7951
N 0.1010 -0.2275 -4.3507 -1.2401 1.9183 3.2927
C -0.3885 0.3676 -5.5913 0.5472 0.2468 0.0212
C -0.2851 -1.6473 -4.2108 1.3837 -0.7416 0.9858
H 0.5180 1.6872 -3.5562 -0.3238 -0.2464 -0.0390
H -0.4304 1.4472 -5.4472 -0.1133 -0.0472 -0.3164
H -1.3899 -0.0452 -5.7137 0.1018 0.3164 -0.6343
H 0.3099 0.1413 -6.3969 -0.4355 -0.1117 -0.2032
H -1.1795 -1.9495 -4.7557 0.5197 0.3170 -0.6172
H 0.6436 -2.1857 -4.3994 -0.3353 -0.4231 -1.2678
H -0.4344 -2.1080 -3.2343 -0.3041 1.3170 0.8456
C -1.7931 -2.8301 -0.4217 0.6206 -1.5714 2.9255
O -1.0449 -1.8233 -0.3293 -0.0345 0.7843 -0.2615
N -2.0893 -3.6105 0.6594 0.8205 0.0705 -1.6543
C -2.6631 -4.9602 0.4590 0.1973 -0.1214 0.5288
C -1.5586 -3.4346 2.0370 -0.1696 0.9182 -0.7005
H -2.1435 -3.2615 -1.3721 -0.0591 0.5605 0.1594
H -2.7688 -5.2328 -0.5910 -0.0285 0.1721 0.1376
H -3.5914 -5.1135 1.0093 -0.2409 0.4727 -0.2675
H -1.9798 -5.6435 0.9633 0.1927 -0.1792 -0.4115
H -0.7758 -4.1250 2.3512 -0.2821 -0.6859 -0.6051
H -1.0409 -2.4775 2.1014 -0.6805 0.2876 0.1429
H -2.4318 -3.5541 2.6783 0.3248 0.3505 0.3247
```
Positions in Å, forces in eV/Å.

Calculated values
Frontier orbital gap (alpha / beta) in eV: 10.53 / 6.55
Charge: +3
Relative energy (zero: lowest compared OMol25 entry of this formula, charge and spin) in eV: 2.086
Spin multiplicity: 6
Electronic energy in eV: -74934.9416

(2)
DFT (ωB97M-V/def2-TZVPD) results for C18H42InN6O6 as an isolated structure in a non-equilibrium geometry.

Geometry as XYZ:
```
73
Properties=species:S:1:pos:R:3:forces:R:3
In -0.1678 0.2849 -0.2515 0.5224 -0.8476 0.4715
C 1.5022 2.9035 -3.9925 -0.0726 0.0739 0.4216
C 1.4507 3.1925 -2.5116 -1.5665 0.3585 -0.7780
O 1.1798 2.2827 -1.6918 0.1497 -1.0363 1.4071
N 1.5499 4.4613 -2.1188 0.1202 -0.2231 -0.0389
C 1.8364 5.6186 -2.9641 0.2488 -0.0174 0.1544
H 1.1069 1.9054 -4.1450 0.4319 -0.1891 -0.0721
H 2.5270 3.0343 -4.3385 -0.0440 -0.2739 -0.2621
H 0.8519 3.5720 -4.5564 0.1306 0.2133 0.0965
H 1.3937 4.6593 -1.1405 0.0990 -0.2213 0.0428
H 2.2466 5.3178 -3.9206 0.0096 -0.0715 -0.0068
H 2.5806 6.2269 -2.4535 -0.0828 0.1328 -0.0914
H 0.9296 6.2012 -3.1375 0.0424 -0.0030 0.0466
C 4.3278 -1.3323 0.9249 0.1272 0.2797 0.7908
C 3.4589 -0.2068 1.4309 -0.3996 0.5262 -0.3377
O 2.3274 -0.0278 0.9228 -0.8710 -0.0011 -0.5144
N 3.9140 0.5012 2.4609 0.3277 -0.5630 -0.0511
C 3.2397 1.5858 3.1388 -0.2347 0.2600 0.0387
H 4.0402 -2.1977 1.5294 0.0840 -0.1978 -0.2833
H 5.3778 -1.1295 1.1346 0.0186 -0.0661 -0.1009
H 4.1891 -1.5213 -0.1307 -0.1436 0.0399 -0.0362
H 4.8229 0.2314 2.8087 0.0167 0.1191 -0.0006
H 3.1467 1.4031 4.2084 0.1223 -0.1855 -0.0160
H 2.2388 1.6860 2.7307 0.0369 0.0956 -0.0955
H 3.8042 2.5068 3.0047 -0.1079 0.0731 -0.0518
C 1.4083 -2.0610 3.6074 -0.5688 -0.1507 -0.0791
C 0.7522 -2.5700 2.3435 0.8926 0.3261 0.1037
O 0.2360 -1.7952 1.5225 -0.9270 0.3337 -0.9661
N 0.7453 -3.8917 2.1545 -0.2395 0.2035 0.0712
C -0.0372 -4.5905 1.1566 -0.3429 -0.1857 -0.5395
H 2.4619 -1.8178 3.4888 -0.0136 0.0295 -0.1642
H 1.3041 -2.7960 4.4037 0.1025 0.0551 0.0695
H 0.8452 -1.1676 3.8712 0.2395 0.0919 0.1793
H 1.2615 -4.4532 2.8145 -0.1837 -0.0174 0.1380
H -0.7405 -3.9408 0.6384 0.2905 0.4288 0.1594
H -0.6670 -5.3511 1.6171 0.3378 -0.1958 0.1116
H 0.6075 -5.0333 0.3972 -0.0199 -0.2015 0.1252
C -4.9592 0.0793 1.1395 0.0375 -1.0919 -0.2110
C -3.6973 -0.7012 1.4310 0.1332 0.1475 0.4114
O -2.5906 -0.2786 1.0251 0.9707 0.7453 -0.7435
N -3.8190 -1.7605 2.2171 0.0747 0.0508 0.2870
C -2.7189 -2.4582 2.8614 0.1801 -0.3773 -0.2414
H -5.7923 -0.4097 1.6415 -0.1299 0.2629 0.0378
H -5.1486 0.0108 0.0686 -0.0100 0.3303 -0.0156
H -4.8560 1.1017 1.4861 0.0453 0.0570 -0.0538
H -4.7477 -2.0556 2.4731 -0.0501 0.1363 0.0434
H -2.4355 -3.3237 2.2581 0.1110 0.0129 0.1451
H -3.0224 -2.7981 3.8485 -0.1975 -0.0179 -0.0657
H -1.8566 -1.8093 2.9862 -0.1270 0.1677 -0.2135
C 2.2950 -3.4504 -1.4282 0.3253 0.3185 -0.2387
C 0.8707 -3.1656 -1.8036 0.9194 -0.1197 -0.2180
O 0.3081 -2.0824 -1.5313 -1.1491 1.4664 0.2854
N 0.2483 -4.0989 -2.5127 -0.3861 0.3953 0.2078
C -1.1137 -3.9573 -3.0018 -0.6361 -0.1530 0.3811
H 2.4266 -3.3251 -0.3542 -0.0291 -0.3696 0.0337
H 2.9753 -2.7266 -1.8856 -0.3729 0.2626 -0.0807
H 2.6422 -4.3971 -1.8362 -0.1174 -0.2536 0.4865
H 0.6958 -4.9922 -2.6405 0.1919 0.0741 -0.0903
H -1.2407 -4.4972 -3.9345 0.1364 0.1134 -0.1007
H -1.3829 -2.9118 -3.1075 0.2866 0.0567 -0.2649
H -1.8339 -4.3660 -2.2866 0.1495 -0.1368 0.0152
C -4.0601 2.5608 -1.3924 -0.2530 -0.0184 0.2372
C -2.7339 3.1688 -1.0403 -1.0853 -0.4805 0.3559
O -1.7584 2.4532 -0.7274 1.8580 -0.4711 0.3526
N -2.7041 4.4935 -0.9649 -0.0104 0.2671 -0.3783
C -1.5632 5.3260 -0.6149 0.5698 -0.6052 -0.1582
H -4.5509 2.2454 -0.4686 0.2997 -0.0168 0.0798
H -3.9282 1.6690 -1.9981 -0.0389 0.1164 -0.2146
H -4.7640 3.2729 -1.8182 0.1823 -0.0539 -0.3887
H -3.4655 4.9574 -1.4392 -0.1418 0.0272 0.2537
H -1.1843 5.8145 -1.5129 -0.0001 0.0693 0.0587
H -0.8026 4.6458 -0.2332 0.0536 0.1721 0.0621
H -1.7838 6.0754 0.1395 -0.3232 -0.0771 0.0011
```
Positions in Å, forces in eV/Å.

Calculated values
Frontier orbital gap in eV: 3.98
Charge: +3
Relative energy (zero: lowest compared OMol25 entry of this formula, charge and spin) in eV: 0.000
Electronic energy in eV: -45721.2873

(3)
DFT (ωB97M-V/def2-TZVPD) results for C18H43B3INO17S4 as an isolated structure in a non-equilibrium geometry.

Geometry as XYZ:
```
87
Properties=species:S:1:pos:R:3:forces:R:3
C 2.8560 -1.7271 1.5260 0.0754 0.2313 0.6359
N 2.5623 -0.3949 2.0535 -0.5542 0.1833 -0.2284
C 3.7095 0.4807 1.9752 0.4496 -0.4423 0.1603
C 1.4280 0.1723 1.3750 0.5886 -0.0436 0.0074
O 1.5158 0.6662 0.2828 -0.0696 0.3195 -0.0099
C 0.1747 0.1171 2.1910 -0.4270 0.0386 -0.7953
B -1.1646 0.4879 1.4713 0.3034 0.9488 0.8488
O -1.3101 0.8275 0.1537 0.1586 -1.4187 -0.3678
B -2.4273 0.2079 -0.3884 -0.0564 1.1130 -0.2082
O -3.6225 0.5288 0.2323 0.2443 -1.1334 0.0722
B -3.4787 0.2369 1.5778 -1.1523 0.7018 0.4088
C -4.7109 -0.4322 2.3145 0.2258 -0.3895 0.2946
C -4.7510 -1.8988 1.9878 -0.8466 -0.4230 -1.6540
O -5.2675 -2.3686 1.0113 0.7815 0.4505 1.4385
I -3.7353 -3.1898 3.4138 0.0227 0.0831 -0.0749
O -2.3269 0.4955 2.2619 0.3144 -0.8058 -0.3738
H 3.3132 -2.3111 2.3131 0.3746 -0.2070 0.1611
H 1.9446 -2.2412 1.2654 -0.3723 -0.1327 -0.2843
H 3.5247 -1.6686 0.6719 0.0213 -0.1373 -0.3597
H 3.5431 1.3859 2.5358 -0.2302 0.4592 0.0571
H 4.5338 -0.0231 2.4640 0.2720 -0.1753 0.1376
H 4.0191 0.7040 0.9591 0.0011 0.1736 -0.3306
H 0.0960 -0.8839 2.6036 -0.0657 -0.2666 0.2942
H 0.2987 0.7557 3.0563 0.1703 0.1442 0.3919
H -2.3713 -0.6076 -1.2435 0.0396 0.1901 -0.2721
H -5.6383 -0.0197 1.9475 -0.3093 0.2027 -0.1778
H -4.6282 -0.3278 3.3841 0.0228 0.1879 0.3319
O 0.8990 3.9279 -3.3612 0.2054 -0.0121 -0.0414
S -0.1011 2.9107 -3.4570 -0.4421 0.0428 0.0003
O 0.2576 1.5677 -3.7838 0.1873 -0.0741 0.0023
O -1.2307 3.4030 -4.4667 -0.0671 0.0273 0.1500
C -0.8117 3.8612 -5.7707 0.1201 0.1219 -0.5801
C -0.5093 2.7181 -6.7159 0.1616 -0.1984 0.1542
C -1.0889 2.9115 -2.0020 -0.0108 0.2349 -0.0113
H 0.0424 4.5324 -5.6700 0.0161 -0.0534 0.1647
H -1.6444 4.4479 -6.1544 -0.1083 -0.0413 0.1650
H 0.3783 2.1680 -6.4044 0.0049 0.0295 0.0269
H -0.3418 3.1008 -7.7217 -0.0874 0.0606 -0.0023
H -1.3395 2.0129 -6.7412 -0.0555 0.0499 -0.0633
H -1.4080 3.9312 -1.8034 -0.0158 0.0104 -0.0366
H -0.4782 2.5391 -1.1863 0.1376 -0.0761 -0.0594
H -1.9451 2.2622 -2.1594 -0.0037 -0.0081 -0.0827
O 2.2068 -0.7670 5.0735 -0.2947 -0.1065 -0.0488
S 2.7042 -1.0892 6.3735 0.4637 0.3152 0.2567
O 2.3872 -2.3562 6.9636 -0.2314 0.2237 0.1115
O 2.3221 0.0751 7.3861 0.1187 -0.0592 -0.0649
C 0.9407 0.4865 7.4439 -0.5913 0.1041 0.1116
C 0.0900 -0.4654 8.2614 0.1181 -0.2086 -0.0715
C 4.4470 -0.8646 6.4114 0.0645 0.0002 0.0101
H 0.5478 0.6049 6.4328 0.1305 -0.0740 -0.0534
H 0.9524 1.4711 7.9066 0.2192 0.0010 0.0010
H -0.0089 -1.4312 7.7674 -0.0107 0.0115 -0.0170
H -0.9077 -0.0494 8.4007 0.0174 0.0679 -0.0072
H 0.5413 -0.6403 9.2375 -0.0203 0.0679 0.0323
H 4.6805 0.1159 6.0069 -0.0152 0.0155 -0.0114
H 4.8855 -1.6465 5.7916 -0.0678 -0.0264 -0.0224
H 4.7910 -0.9580 7.4378 -0.0172 -0.0139 0.0124
O 5.0181 -4.2411 4.0322 0.2113 0.0678 0.0554
S 4.3519 -5.3320 4.6841 -0.4924 -0.1596 -0.1405
O 5.0684 -6.1659 5.5975 0.2183 0.0876 0.0652
O 3.6790 -6.2485 3.5678 -0.0934 0.1303 0.0787
C 4.5100 -6.7001 2.4805 0.3495 -0.2690 -0.3711
C 5.3857 -7.8736 2.8741 0.0533 0.0710 0.2202
C 2.8854 -4.7466 5.4441 0.0255 -0.2302 -0.0758
H 5.1049 -5.8687 2.0993 -0.0413 0.0784 0.1239
H 3.8199 -6.9954 1.6926 -0.1666 0.0692 0.1156
H 6.1440 -7.5756 3.5968 0.0032 0.0143 -0.0127
H 5.8900 -8.2756 1.9952 -0.0496 0.0212 -0.0473
H 4.7876 -8.6611 3.3317 -0.0320 -0.0267 -0.0642
H 2.3276 -4.1567 4.7225 0.0102 0.0435 0.0022
H 3.1838 -4.1248 6.2839 0.0191 -0.1553 -0.1119
H 2.3008 -5.5950 5.7904 0.0407 -0.0386 -0.0111
O -3.0262 3.8374 -8.7146 0.2245 0.0307 -0.1063
S -4.3374 3.3736 -9.0501 -0.4121 0.0495 0.2970
O -4.5662 2.6787 -10.2758 0.1693 -0.0693 -0.1398
O -5.3509 4.5942 -8.9432 -0.0071 -0.0885 0.1223
C -5.0206 5.8040 -9.6563 0.0692 0.4557 -0.3763
C -5.3396 5.7051 -11.1349 0.0626 -0.2365 -0.0284
C -4.9867 2.4271 -7.7166 -0.0300 0.0127 0.0698
H -3.9725 6.0567 -9.4900 0.0197 -0.1437 0.0625
H -5.6217 6.5843 -9.1940 -0.0740 -0.1404 0.1504
H -4.6845 4.9924 -11.6339 0.0156 0.0114 0.0073
H -5.2122 6.6776 -11.6105 -0.0112 0.0400 0.0577
H -6.3651 5.3687 -11.2839 -0.0349 0.0674 0.0173
H -4.8582 2.9861 -6.7941 0.0107 0.0174 -0.0019
H -4.4242 1.4972 -7.6785 0.0390 0.0054 -0.0557
H -6.0364 2.2253 -7.9097 -0.0053 -0.0003 -0.0312
```
Positions in Å, forces in eV/Å.

Calculated values
Frontier orbital gap in eV: 8.84
Electronic energy in eV: -109136.7357